Molecular formula: C2H6O2S2
Method: DFT, ωB97M-V/def2-TZVPD

Values from the calculation:
* orbital gap: 9.56 eV
* SMILES string: O=CO.CSS
* highest occupied orbital energy: -8.976 eV

```
12
C2H6O2S2 | the OMol25 dataset | ωB97M-V/def2-TZVPD
C -1.4798 0.9401 1.4566
S -2.0375 -0.0885 0.0741
S -2.9003 1.1873 -1.1980
H -2.2613 1.5303 1.9280
H -0.9735 0.2677 2.1420
H -0.7610 1.6598 1.0592
H -1.9441 1.2305 -2.1427
O 2.6317 -1.9651 -1.8308
C 2.3821 -1.1418 -0.9900
O 2.4485 -1.2916 0.3199
H 2.1434 -0.1320 -1.3498
H 2.7517 -2.1966 0.5314
```

Charges obtained by Mulliken population analysis, quoted in units of e: number 1, C, carries -0.754; number 2, S, carries -0.051; number 3, S, carries -0.210; number 4, H, carries 0.329; number 5, H, carries 0.254; number 6, H, carries 0.281; number 7, H, carries 0.150; number 8, O, carries -0.483; number 9, C, carries 0.226; number 10, O, carries -0.398; number 11, H, carries 0.320; number 12, H, carries 0.337


Molecular formula: C20H21N3O4S
Method: DFT, ωB97M-V/def2-TZVPD

Values from the calculation:
* orbital gap: 9.22 eV
* SMILES string: N#Cc1ccc(NC(=O)CCc2ccc(S(=O)(=O)N3CCOCC3)cc2)cc1
* highest occupied orbital energy: -9.073 eV

```
49
C20H21N3O4S | the OMol25 dataset | ωB97M-V/def2-TZVPD
N 7.2160 3.8029 0.6295
C 6.5379 2.9074 0.3991
C 5.7044 1.8040 0.1114
C 5.6059 1.3257 -1.1965
C 4.7942 0.2477 -1.4713
C 4.0671 -0.3746 -0.4536
C 4.1644 0.1068 0.8515
C 4.9770 1.1861 1.1292
H 5.0540 1.5580 2.1398
H 3.6056 -0.3702 1.6384
N 3.2677 -1.4627 -0.8028
C 2.5139 -2.2720 0.0035
O 2.4170 -2.1425 1.1999
C 1.8314 -3.3874 -0.7768
C 0.6732 -3.9984 0.0214
C -0.4888 -3.0469 0.0836
C -0.6829 -2.2349 1.1964
C -1.7362 -1.3385 1.2341
C -2.5942 -1.2560 0.1548
C -2.4205 -2.0523 -0.9597
C -1.3652 -2.9474 -0.9923
H -1.2268 -3.5810 -1.8568
H -3.1177 -1.9620 -1.7780
S -3.9470 -0.0909 0.2273
O -4.6932 -0.2928 1.4336
O -4.6560 -0.1337 -1.0242
N -3.0733 1.3358 0.4146
C -2.5117 1.8441 -0.8209
H -1.6396 2.4554 -0.5653
C -3.5366 2.6840 -1.5915
H -4.3423 2.0244 -1.9416
O -4.0658 3.7082 -0.7776
C -4.6980 3.1722 0.3652
H -5.5247 2.5116 0.0635
C -3.7063 2.3705 1.2106
H -2.9191 3.0270 1.5951
H -4.2156 1.8743 2.0359
H -5.0911 4.0237 0.9230
H -3.0689 3.1829 -2.4421
H -2.1941 0.9888 -1.4186
H -1.9104 -0.7043 2.0881
H 0.0028 -2.3032 2.0266
H 1.0268 -4.2181 1.0289
H 0.3640 -4.9291 -0.4570
H 2.5844 -4.1557 -0.9745
H 1.4688 -3.0069 -1.7339
H 3.2844 -1.6901 -1.7881
H 4.7199 -0.1224 -2.4846
H 6.1678 1.8028 -1.9855
```

Charges obtained by Mulliken population analysis, quoted in units of e: number 1, N, carries -0.505; number 2, C, carries 0.137; number 3, C, carries 0.303; number 4, C, carries -0.909; number 5, C, carries -0.449; number 6, C, carries 0.824; number 7, C, carries -0.232; number 8, C, carries -0.904; number 9, H, carries 0.431; number 10, H, carries 0.520; number 11, N, carries -0.118; number 12, C, carries 0.653; number 13, O, carries -0.630; number 14, C, carries -0.788; number 15, C, carries -1.409; number 16, C, carries 0.543; number 17, C, carries -0.588; number 18, C, carries -0.615; number 19, C, carries -0.116; number 20, C, carries -0.387; number 21, C, carries -0.451; number 22, H, carries 0.440; number 23, H, carries 0.536; number 24, S, carries 1.449; number 25, O, carries -0.754; number 26, O, carries -0.673; number 27, N, carries -0.013; number 28, C, carries -0.666; number 29, H, carries 0.386; number 30, C, carries -0.522; number 31, H, carries 0.337; number 32, O, carries -0.417; number 33, C, carries -0.443; number 34, H, carries 0.312; number 35, C, carries -0.744; number 36, H, carries 0.347; number 37, H, carries 0.445; number 38, H, carries 0.376; number 39, H, carries 0.377; number 40, H, carries 0.347; number 41, H, carries 0.438; number 42, H, carries 0.375; number 43, H, carries 0.401; number 44, H, carries 0.477; number 45, H, carries 0.392; number 46, H, carries 0.483; number 47, H, carries 0.213; number 48, H, carries 0.345; number 49, H, carries 0.446


Molecular formula: C25H19F5N3O10TeW
Method: DFT, ωB97M-V/def2-TZVPD

Values from the calculation:
* net charge: +1
* orbital gap: 6.30 eV
* highest occupied orbital energy: -12.634 eV

```
64
C25H19F5N3O10TeW | the OMol25 dataset | ωB97M-V/def2-TZVPD
W -1.0995 0.2849 -0.3136
O -0.4807 -1.4620 3.3378
C -1.3025 -1.1881 2.5440
O -1.2662 0.1217 1.9369
C -2.4527 -1.9846 2.0478
C -3.3297 -2.5925 2.9269
C -4.4480 -3.2105 2.4039
C -4.7159 -3.2310 1.0537
C -3.8273 -2.6251 0.1830
C -2.6660 -2.0174 0.6598
O -1.6992 -1.5380 -0.1279
N -4.1564 -2.6290 -1.2470
O -5.0020 -3.4026 -1.6185
O -3.5776 -1.8281 -1.9616
N -5.4071 -3.8509 3.3305
O -6.3645 -4.3962 2.8340
O -5.0982 -3.8728 4.4997
H -3.1646 -2.5755 3.9958
H -5.6091 -3.7102 0.6781
C -0.8038 -0.2467 -2.3348
C -0.5013 1.1428 -2.6401
C -1.4731 2.0560 -2.1916
C -1.1760 3.4242 -2.0745
C 0.0691 3.8617 -2.4553
C 1.0287 2.9560 -2.9750
C 0.7638 1.6186 -3.0408
C 0.4195 5.2507 -2.3402
N 0.7183 6.3556 -2.2560
H -0.0687 -1.0190 -2.5419
H -1.8124 -0.5851 -2.6067
H -2.5043 1.7277 -2.0624
H -1.9179 4.1175 -1.7050
H 1.9844 3.3446 -3.3015
H 1.5126 0.9200 -3.3909
C 7.1040 -0.0822 -0.1640
C 5.6083 -0.0273 -0.1502
C 4.8574 -1.1900 -0.3027
C 3.4775 -1.1822 -0.2577
C 2.7633 -2.4959 -0.4254
C 2.8222 0.0668 -0.0630
C 3.5679 1.2688 0.0947
C 2.9531 2.6167 0.3591
C 4.9446 1.1819 0.0465
C 1.3992 0.1145 -0.0021
O 0.7116 1.2128 -0.1313
O 0.5886 -0.8711 0.1540
H 7.4655 -0.8735 -0.8186
H 7.4711 -0.2946 0.8428
H 7.5352 0.8659 -0.4798
H 5.3695 -2.1303 -0.4660
H 3.4523 -3.2360 -0.8261
H 1.9000 -2.4360 -1.0825
H 2.4035 -2.8581 0.5398
H 2.4647 3.0137 -0.5317
H 3.7295 3.3162 0.6591
H 2.2002 2.5814 1.1451
H 5.5279 2.0845 0.1799
F -1.3244 2.1260 0.5328
Te -2.9724 1.2607 1.9447
F -1.9890 2.5462 2.8347
F -4.5952 0.3409 1.8917
F -3.9809 2.7086 1.4229
F -3.1021 0.5884 3.6795
O -2.9245 0.5664 0.1275
```

Charges obtained by Mulliken population analysis, quoted in units of e: number 1, W, carries 2.571; number 2, O, carries -0.466; number 3, C, carries 0.515; number 4, O, carries -0.613; number 5, C, carries 1.349; number 6, C, carries -0.781; number 7, C, carries -0.590; number 8, C, carries -0.480; number 9, C, carries -0.479; number 10, C, carries 0.752; number 11, O, carries -0.676; number 12, N, carries 0.926; number 13, O, carries -0.615; number 14, O, carries -0.574; number 15, N, carries 1.063; number 16, O, carries -0.599; number 17, O, carries -0.597; number 18, H, carries 0.658; number 19, H, carries 0.658; number 20, C, carries -0.591; number 21, C, carries 0.243; number 22, C, carries -0.126; number 23, C, carries -0.915; number 24, C, carries 0.522; number 25, C, carries -0.707; number 26, C, carries -0.562; number 27, C, carries -0.160; number 28, N, carries -0.427; number 29, H, carries 0.396; number 30, H, carries 0.733; number 31, H, carries 0.909; number 32, H, carries 0.608; number 33, H, carries 0.507; number 34, H, carries 0.494; number 35, C, carries -1.567; number 36, C, carries 0.460; number 37, C, carries -1.085; number 38, C, carries 0.987; number 39, C, carries -1.389; number 40, C, carries 0.428; number 41, C, carries 0.621; number 42, C, carries -1.044; number 43, C, carries -1.153; number 44, C, carries 0.900; number 45, O, carries -1.187; number 46, O, carries -0.688; number 47, H, carries 0.407; number 48, H, carries 0.323; number 49, H, carries 0.404; number 50, H, carries 0.431; number 51, H, carries 0.455; number 52, H, carries 0.201; number 53, H, carries 0.304; number 54, H, carries 0.054; number 55, H, carries 0.514; number 56, H, carries 0.296; number 57, H, carries 0.434; number 58, F, carries -0.698; number 59, Te, carries 1.812; number 60, F, carries -0.343; number 61, F, carries -0.427; number 62, F, carries -0.322; number 63, F, carries -0.358; number 64, O, carries -0.715


Molecular formula: CH5Cl2OPSi
Method: DFT, ωB97M-V/def2-TZVPD

Values from the calculation:
* 2S+1: 3
* orbital gap (alpha / beta): 8.95 / 8.18 eV
* highest occupied orbital energy (alpha / beta): -8.220 / -11.413 eV

```
11
CH5Cl2OPSi | the OMol25 dataset | ωB97M-V/def2-TZVPD
C 0.5301 -0.7803 -0.8423
O 0.2202 -2.9271 2.2521
Si 0.5642 0.5685 0.4322
P 1.1188 -2.8015 1.0525
Cl 1.2477 -4.6522 0.1545
Cl 2.9397 -2.3125 1.5797
H -0.4102 -0.9696 -1.4032
H 1.4673 -0.9612 -1.4131
H 1.8189 0.3075 1.2032
H 0.8779 1.6973 -0.4227
H -0.5579 1.0544 1.2273
```

Charges obtained by Mulliken population analysis, quoted in units of e: number 1, C, carries -0.901; number 2, O, carries -0.439; number 3, Si, carries 0.550; number 4, P, carries 0.732; number 5, Cl, carries -0.218; number 6, Cl, carries -0.129; number 7, H, carries 0.385; number 8, H, carries 0.393; number 9, H, carries -0.139; number 10, H, carries -0.131; number 11, H, carries -0.102


no.,electronic energy (eV)
1,-27936.6289
2,-44576.1633
3,-73872.5900
4,-45374.4805